No. 1
The following is a DFT calculation (wB97M-V/def2-TZVPD) of an isolated molecule of C4H3F2N in a non-equilibrium geometry.

Structure (XYZ):
```
10
Properties=species:S:1:pos:R:3
C 0.82 0.73 0.48
C 0.04 -0.37 0.66
C 1.40 1.27 -0.69
C -1.43 -0.24 -1.11
N -0.86 -0.90 -0.15
F 1.94 2.43 -0.50
F -1.98 -1.17 -1.85
H 1.19 0.94 1.52
H 0.16 -0.86 1.60
H -1.28 -1.82 0.03
```

The calculation puts the HOMO-LUMO gap (spin up / spin down) at 7.81 / 7.81 eV. The calculation puts the energy relative to the best compared isomer or geometry (same formula, charge and spin) at 5.234 eV. The charge is 0. Its maximum force is 2.628 eV/Å. The value obtained for the total energy is -11115.66967 eV.

Atomic partial charges in e from the Mulliken method, atoms 1 to 8: number 1, C, carries -0.168; number 2, C, carries 0.077; number 3, C, carries -0.313; number 4, C, carries -0.398; number 5, N, carries 0.142; number 6, F, carries -0.109; number 7, F, carries -0.162; number 8, H, carries 0.247

***

No. 2
The following is a DFT calculation (wB97M-V/def2-TZVPD) of an isolated molecule of C4H3F3N2O2S in a non-equilibrium geometry.

Structure (XYZ):
```
15
Properties=species:S:1:pos:R:3
O -3.00 1.72 1.13
S -2.98 2.05 -0.31
O -2.08 3.13 -0.55
C -1.53 0.52 -0.64
N -0.29 0.95 -0.39
C 0.42 -0.04 0.27
C -0.23 -1.16 0.34
N -1.50 -0.83 -0.23
C -2.65 -1.55 -0.05
F -3.05 -1.86 1.24
F -3.68 -0.99 -0.67
F -2.40 -2.83 -0.66
H -0.22 2.00 -0.48
H 1.46 -0.04 0.44
H -0.25 -2.11 0.83
```

The calculation puts the HOMO-LUMO gap at 9.55 eV. The calculation puts the energy relative to the best compared isomer or geometry (same formula, charge and spin) at 0.198 eV. The charge is 0. Its maximum force is 4.241 eV/Å. The value obtained for the total energy is -30257.66399 eV.

Atomic partial charges in e from the Mulliken method, atoms 1 to 8: number 1, O, carries -0.520; number 2, S, carries 0.694; number 3, O, carries -0.579; number 4, C, carries -0.101; number 5, N, carries -0.028; number 6, C, carries -0.618; number 7, C, carries -0.195; number 8, N, carries 0.166

***

No. 3
The following is a DFT calculation (wB97M-V/def2-TZVPD) of the ion C4H3F6O4S with charge -1 in a non-equilibrium geometry.

Structure (XYZ):
```
18
Properties=species:S:1:pos:R:3
C -1.13 0.21 0.61
C -0.12 0.16 -0.44
O 1.25 -0.49 0.38
S 0.99 -0.98 1.98
O -0.03 -2.07 1.96
O 0.49 0.20 2.64
O 2.34 -1.31 2.25
C 0.45 1.52 -0.98
F 0.25 2.58 -0.21
F 1.77 1.48 -1.06
F -0.12 1.81 -2.14
C -0.37 -0.77 -1.57
F -1.54 -0.39 -2.27
F -0.49 -2.01 -1.08
F 0.58 -0.72 -2.56
H -0.64 0.37 1.58
H -1.74 -0.63 0.60
H -1.91 1.05 0.31
```

The calculation puts the HOMO-LUMO gap at 9.49 eV. The calculation puts the energy relative to the best compared isomer or geometry (same formula, charge and spin) at 0.987 eV. The charge is -1. Its maximum force is 4.863 eV/Å. The value obtained for the total energy is -39528.06726 eV.

Atomic partial charges in e from the Mulliken method, atoms 1 to 8: number 1, C, carries -1.572; number 2, C, carries 1.190; number 3, O, carries -0.489; number 4, S, carries 1.147; number 5, O, carries -0.640; number 6, O, carries -0.696; number 7, O, carries -0.627; number 8, C, carries 0.514

***

No. 4
The following is a DFT calculation (wB97M-V/def2-TZVPD) of an isolated molecule of C4H3FN2O in a non-equilibrium geometry.

Structure (XYZ):
```
11
Properties=species:S:1:pos:R:3
O -0.45 1.96 1.65
C -0.12 1.02 0.76
N 1.12 0.58 0.70
C 1.36 -0.48 -0.10
C 0.34 -1.02 -0.89
F 0.63 -2.09 -1.71
C -0.94 -0.50 -0.70
N -1.18 0.50 0.10
H -1.41 1.99 1.64
H 2.35 -0.91 -0.18
H -1.70 -1.05 -1.28
```

The calculation puts the HOMO-LUMO gap at 9.98 eV. The calculation puts the energy relative to the best compared isomer or geometry (same formula, charge and spin) at 0.714 eV. The charge is 0. Its maximum force is 2.365 eV/Å. The value obtained for the total energy is -11941.48390 eV.

Atomic partial charges in e from the Mulliken method, atoms 1 to 8: number 1, O, carries -0.482; number 2, C, carries 0.516; number 3, N, carries -0.526; number 4, C, carries -0.073; number 5, C, carries 0.366; number 6, F, carries -0.289; number 7, C, carries -0.074; number 8, N, carries -0.589

***

No. 5
The following is a DFT calculation (wB97M-V/def2-TZVPD) of a cluster of 2 separate species, C4H3FO in total in a non-equilibrium geometry.

Structure (XYZ):
```
9
Properties=species:S:1:pos:R:3
C 0.74 -0.22 -1.03
C 1.38 -1.31 -0.75
O 1.88 -2.29 -0.33
H -0.35 -0.16 -1.26
H 1.22 0.67 -1.11
C -1.82 0.53 1.15
C -0.79 1.10 0.99
F 0.21 1.95 0.98
H -2.47 -0.27 1.35
```

The calculation puts the HOMO-LUMO gap at 10.01 eV. The calculation puts the energy relative to the best compared isomer or geometry (same formula, charge and spin) at 3.294 eV. The charge is 0. Its maximum force is 3.388 eV/Å. The value obtained for the total energy is -8957.03261 eV.

Atomic partial charges in e from the Mulliken method, atoms 1 to 8: number 1, C, carries -1.203; number 2, C, carries 0.910; number 3, O, carries -0.373; number 4, H, carries 0.301; number 5, H, carries 0.340; number 6, C, carries -0.127; number 7, C, carries 0.005; number 8, F, carries -0.209

***

No. 6
The following is a DFT calculation (wB97M-V/def2-TZVPD) of an isolated molecule of C4H3FO in a non-equilibrium geometry.

Structure (XYZ):
```
9
Properties=species:S:1:pos:R:3
O -2.67 -1.00 -1.26
C -1.47 -1.08 -1.36
C -0.51 -0.56 -0.44
C 0.34 0.04 0.19
C 1.11 0.87 1.10
F 2.39 1.07 0.68
H -1.00 -1.54 -2.25
H 0.62 1.81 1.29
H 1.18 0.38 2.05
```

The calculation puts the HOMO-LUMO gap at 10.62 eV. The calculation puts the energy relative to the best compared isomer or geometry (same formula, charge and spin) at 1.543 eV. The charge is 0. Its maximum force is 2.141 eV/Å. The value obtained for the total energy is -8958.78349 eV.

Atomic partial charges in e from the Mulliken method, atoms 1 to 8: number 1, O, carries -0.429; number 2, C, carries -0.236; number 3, C, carries 0.246; number 4, C, carries 0.287; number 5, C, carries -0.357; number 6, F, carries -0.266; number 7, H, carries 0.270; number 8, H, carries 0.246

***

No. 7
The following is a DFT calculation (wB97M-V/def2-TZVPD) of an isolated molecule of C4H3FO2 in a non-equilibrium geometry.

Structure (XYZ):
```
10
Properties=species:S:1:pos:R:3
C 1.50 -0.02 -0.27
C 0.08 -0.64 -0.01
O -0.17 -1.82 -0.03
C -0.87 0.50 0.30
F -0.45 1.65 0.86
C -2.13 0.15 0.22
O -3.20 -0.26 -0.02
H 2.37 -0.76 -0.21
H 1.32 0.37 -1.27
H 1.56 0.84 0.44
```

The calculation puts the HOMO-LUMO gap at 9.50 eV. The calculation puts the energy relative to the best compared isomer or geometry (same formula, charge and spin) at 0.850 eV. The charge is 0. Its maximum force is 3.396 eV/Å. The value obtained for the total energy is -11006.85854 eV.

Atomic partial charges in e from the Mulliken method, atoms 1 to 8: number 1, C, carries -0.921; number 2, C, carries 0.562; number 3, O, carries -0.534; number 4, C, carries -0.081; number 5, F, carries -0.252; number 6, C, carries 0.669; number 7, O, carries -0.328; number 8, H, carries 0.282

***

No. 8
The following is a DFT calculation (wB97M-V/def2-TZVPD) of an isolated molecule of C4H3FOS2 in a non-equilibrium geometry.

Structure (XYZ):
```
11
Properties=species:S:1:pos:R:3
F -2.09 1.63 0.38
C -0.80 1.77 0.00
C 0.06 0.80 -0.11
S 1.78 0.92 -0.20
C 2.15 -0.95 0.19
O 0.82 -1.51 0.38
C -0.35 -0.64 -0.01
S -1.73 -1.49 -0.23
H -0.43 2.92 -0.56
H 2.81 -1.13 1.15
H 2.77 -1.24 -0.70
```

The calculation puts the HOMO-LUMO gap at 8.05 eV. The calculation puts the energy relative to the best compared isomer or geometry (same formula, charge and spin) at 1.956 eV. The charge is 0. Its maximum force is 5.487 eV/Å. The value obtained for the total energy is -30628.48116 eV.

Atomic partial charges in e from the Mulliken method, atoms 1 to 8: number 1, F, carries -0.187; number 2, C, carries -0.061; number 3, C, carries 0.540; number 4, S, carries -0.182; number 5, C, carries -0.226; number 6, O, carries -0.327; number 7, C, carries -0.079; number 8, S, carries -0.216

***

No. 9
The following is a DFT calculation (wB97M-V/def2-TZVPD) of a structure of composition C4H3FeO6 in a non-equilibrium geometry.

Structure (XYZ):
```
14
Properties=species:S:1:pos:R:3
O 1.53 -0.15 0.74
C 0.54 0.70 0.62
O -1.30 1.55 1.94
C -2.35 1.04 1.32
C -0.12 0.76 1.96
O -2.31 -0.11 0.81
O -3.39 1.75 1.25
H -0.32 -0.24 2.38
H 0.58 1.27 2.64
Fe -4.16 0.20 0.18
O 3.28 -1.33 -0.02
C 2.46 -0.38 -0.40
O 2.40 0.16 -1.46
H 3.89 -1.56 -0.73
```

The calculation puts the HOMO-LUMO gap (spin up / spin down) at 7.12 / 8.85 eV. The charge is 0. Its maximum force is 2.013 eV/Å. The spin multiplicity is 6. The value obtained for the total energy is -50864.79205 eV.

Atomic partial charges in e from the Mulliken method, atoms 1 to 8: number 1, O, carries -0.096; number 2, C, carries -0.519; number 3, O, carries -0.256; number 4, C, carries 1.160; number 5, C, carries -0.004; number 6, O, carries -0.637; number 7, O, carries -0.681; number 8, H, carries 0.275

***

No. 10
The following is a DFT calculation (wB97M-V/def2-TZVPD) of a structure of composition C4H3GaLiO2 in a non-equilibrium geometry.

Structure (XYZ):
```
11
Properties=species:S:1:pos:R:3
Ga -0.55 2.27 1.91
O -0.46 0.75 0.99
C -0.99 0.64 -0.29
H -1.95 0.09 -0.35
H -1.18 1.64 -0.73
C 0.38 -0.31 -2.46
C -0.04 -0.06 -1.20
C 1.28 -0.56 -1.37
O 2.32 -1.05 -0.96
Li 0.09 -0.65 1.96
H 0.15 -0.15 -3.51
```

The calculation puts the HOMO-LUMO gap at 7.89 eV. The calculation puts the energy relative to the best compared isomer or geometry (same formula, charge and spin) at 0.000 eV. The charge is +1. Its maximum force is 3.045 eV/Å. The value obtained for the total energy is -60864.28532 eV.

Atomic partial charges in e from the Mulliken method, atoms 1 to 8: number 1, Ga, carries 0.083; number 2, O, carries -0.169; number 3, C, carries -0.265; number 4, H, carries 0.269; number 5, H, carries 0.321; number 6, C, carries -0.432; number 7, C, carries 0.158; number 8, C, carries 0.385

***

no.,molecular weight (g mol⁻¹)
1,103.1
2,200.1
3,261.1
4,114.1
5,86.1
6,86.1
7,102.1
8,150.2
9,202.9
10,159.7